Molecular formula: C39H58N13O3PS3Yb
Method: DFT, ωB97M-V/def2-TZVPD

The geometry in XYZ format:
```
118
Properties=species:S:1:pos:R:3:lowdin_spin:R:1
H -5.0021 -4.2630 0.0465 0.000
C 1.3564 5.7528 -3.7019 0.000
C 0.2464 0.5491 4.4788 0.133
C -1.8191 -1.5707 2.3472 0.049
C -1.0763 -2.7832 1.9944 0.018
H 2.4492 2.3209 4.4522 0.000
H -1.2578 -4.7757 1.1420 0.001
C -3.9903 -4.7515 0.2992 0.000
H -4.2644 -5.4907 1.0666 0.000
N 3.1185 0.2513 -2.5828 0.000
O 2.9980 3.1793 -1.7144 0.000
H -0.0666 1.6581 8.5418 0.011
H 1.5968 1.2229 5.9453 -0.004
C -3.1442 -3.6985 0.9588 -0.002
H 1.3744 4.0908 4.4494 0.000
H -2.3867 -1.5608 5.0867 0.006
C 1.1491 4.4514 -3.2934 0.000
C -3.1736 -1.4160 1.9699 0.014
C -0.8192 -2.0024 -4.8198 0.000
H -0.1642 -0.1215 8.8678 0.002
H 3.2308 1.1793 -2.2377 0.000
N 0.5772 2.3897 -2.0786 0.000
H -4.9132 -0.5646 2.9867 0.000
N 5.8967 -1.6797 -1.2576 0.000
N -2.4700 -3.3920 -3.0188 0.000
H -1.4083 -1.0906 -4.8987 0.000
C 0.2652 -2.9241 2.6153 0.003
N 4.0575 -0.5527 -1.8732 0.000
H 0.6519 3.4618 2.0732 0.000
C 1.1312 6.1018 -5.0506 0.000
C -1.6482 -0.7864 5.2793 0.117
H -1.9476 -0.8934 7.3387 -0.004
H 0.0944 -1.9041 -5.4757 0.000
H 7.0986 -1.1349 -3.4708 0.000
H 0.2333 -3.3049 3.6559 0.000
H -3.5576 -5.2104 -0.5760 0.000
H 3.3969 0.2485 -3.6068 0.000
H 1.2634 -3.3436 -3.9632 0.000
S -3.8970 0.1751 -2.1633 0.000
C -0.8061 -4.3992 -5.1292 0.000
H 0.8945 -3.5895 2.0356 0.000
H -1.9821 2.6218 3.3944 0.000
H 5.5429 -1.0266 -4.2685 0.000
O 1.0859 4.1493 -0.4440 0.000
C 3.3487 2.8710 2.6160 0.000
H 3.0784 -0.2207 4.3366 0.000
H 2.8127 3.8225 2.6542 0.000
C -1.3447 -0.4209 6.5781 -0.019
H -1.6119 4.0776 2.3508 0.000
C 3.6451 0.5850 3.7889 0.000
H 3.4793 2.5514 1.5810 0.000
N 4.9350 -1.8109 -0.3120 0.000
N -1.4648 0.2748 -0.6294 0.000
H -4.7852 -2.3465 0.7197 0.001
C 0.4765 3.5451 -4.1341 0.000
C -2.8073 -3.2687 -4.4551 0.000
C 2.7229 1.7866 3.5153 0.000
H -2.1825 -0.3826 -0.9774 0.000
H -1.4119 -2.4732 -1.5635 0.000
C 0.3195 2.2420 -3.4686 0.000
H -1.3039 -4.7928 -1.8495 0.000
H -2.2830 -5.4614 -3.2291 0.000
H -1.2024 2.2115 -1.2836 0.000
O -0.0093 1.1116 -3.9882 0.000
H 1.5252 7.0709 -5.3934 0.000
C -3.1185 1.5860 -1.6947 0.000
C 0.3120 3.9270 4.1612 0.000
C -1.3974 3.0286 2.5759 0.001
H 1.3479 0.6378 8.3990 0.003
H 4.3502 3.0550 3.0051 0.000
H 0.8033 -3.5478 -2.2708 0.000
C -4.0329 -0.2919 2.4390 0.003
C -1.6221 -4.6243 -2.9020 0.000
H 5.0893 -2.2889 0.5927 0.000
C -1.7733 -3.8114 1.3462 0.002
H -2.1796 -1.3008 -2.7353 0.000
H -1.5814 2.4693 1.6528 0.000
H -3.4115 -4.1426 -4.7821 0.000
C 5.3784 -0.9086 -2.2023 0.000
H -0.0118 5.5529 -6.8103 0.000
N -0.3956 -4.6507 -3.7460 0.000
C 6.1306 -0.6171 -3.4518 0.000
C 0.1443 3.0177 2.9230 0.011
S 1.5674 3.6203 -1.7216 0.000
H 1.7753 6.5089 -3.0423 0.000
H -1.3624 -5.2780 -5.4440 0.000
H 4.4563 0.9443 4.4314 0.000
C -1.6320 -2.2668 -2.6146 0.000
C 0.6400 0.7399 5.7861 -0.014
S 2.3411 -1.2933 0.1156 0.000
H -0.1958 4.8700 4.0563 0.000
H -1.4403 0.1937 0.3881 0.000
N -1.9144 1.5065 -1.0652 0.000
C -3.7952 -2.4793 1.2574 0.001
C 0.2699 0.6497 8.2462 0.028
H 0.7838 -1.9901 2.6620 0.001
C 0.0248 4.0063 -5.3910 0.000
C 3.7869 -1.1654 -0.6735 0.000
C -0.1347 0.3039 6.8564 0.153
H -3.4914 -2.4499 -4.6663 0.000
H -0.5404 3.3275 -6.0357 0.000
H 4.0967 0.1324 2.8857 0.000
N -0.3820 -2.1870 -3.4253 0.000
H -3.4736 3.5234 -1.1977 0.000
H -4.6005 2.8084 -2.2161 0.000
Yb 0.6389 0.0254 -2.0793 0.000
H 0.0544 -4.3704 -5.7433 0.000
C 0.3275 5.2774 -5.8258 0.000
H 6.2706 0.4475 -3.6198 0.000
C -0.9157 -0.2428 4.1518 0.020
N -3.6605 2.8306 -1.8995 0.000
H -0.1392 3.4095 5.0311 0.000
N -1.1456 -0.4712 2.8377 0.450
H -4.2728 0.3594 1.5997 0.000
H -3.5560 0.3453 3.2602 0.002
C 0.4097 -3.4354 -3.3233 0.000
P 0.9123 1.2975 2.9813 0.013
N -1.5864 -3.1342 -5.3203 0.000
```

Summary:
**Charge**: +1
**Strongest force on any atom**: 0.0614 hartree/bohr
**Total energy**: -140215.8673 eV
**Orbital gap (alpha / beta)**: 6.00 / 5.91 eV
**HOMO level (alpha / beta)**: -0.3361 / -0.3327 Eh
**Relative energy (zero: lowest compared OMol25 entry of this formula, charge and spin)**: 0.0 kcal/mol
**Lowest unoccupied orbital energy (alpha / beta)**: -3.14 / -3.15 eV
**Spin multiplicity**: 2

---

Molecular formula: C39H59N10PS2Yb
Method: DFT, ωB97M-V/def2-TZVPD

The geometry in XYZ format:
```
112
Properties=species:S:1:pos:R:3:lowdin_spin:R:1
N -1.9584 2.3121 -2.1416 0.000
C -4.0228 -1.5409 -0.8371 0.000
C 4.2490 -0.7121 4.4009 0.000
H 3.4645 -1.8056 -5.2524 0.000
H -3.0338 3.4254 -4.3267 0.000
C -1.7353 1.5206 3.7130 0.000
H 0.8285 2.0871 0.4653 0.000
H 6.8593 -1.0298 6.5242 0.000
S 3.6982 -1.7989 1.9379 0.000
H 4.6155 0.9379 -2.4847 0.000
H -1.2000 1.4519 -5.7105 0.000
N 4.5249 0.1416 -3.0923 0.000
H 1.2590 1.6209 5.2245 0.000
H 6.2400 -2.8308 2.6818 0.000
H 0.6612 2.8029 -4.2844 0.000
C 6.2577 -1.1746 5.6360 0.000
C -0.5665 -2.7163 -2.2927 0.000
H -1.9585 -3.8446 2.9457 0.000
H -4.2742 2.3091 -0.6762 0.000
C 0.7711 0.4593 3.4735 0.000
N -1.1986 2.5633 0.3780 0.000
C 5.0295 -0.5320 5.5274 0.000
H -3.9700 -2.5946 -0.5501 0.000
H 4.9386 -2.5422 -4.5916 0.000
H 2.7107 0.4557 5.1167 0.000
Yb 0.5284 -1.0093 0.3403 1.002
C -2.1403 3.6083 0.7676 0.000
H -2.1854 3.6378 1.8680 0.000
C 4.6872 -1.5414 3.3820 0.000
H -1.0803 4.0543 -2.9727 0.000
H -4.5517 1.3807 0.8047 0.000
C 0.6689 4.2408 0.4411 0.000
N 3.4971 -1.9766 -3.1413 0.000
C -5.4288 0.5201 -0.9558 0.000
H 1.6327 4.4141 0.9266 0.000
C 0.5630 -3.3086 3.1907 0.000
H 0.4303 -2.4747 3.8834 0.000
H -5.3313 0.6129 -2.0394 0.000
H -2.5069 0.5986 -3.3109 0.000
C 3.7699 -0.8173 -2.5378 0.000
C -1.4079 -3.6364 -2.9126 0.000
H -3.8364 1.6513 -2.8215 0.000
H 0.0045 6.2984 0.4745 0.000
C -2.7280 2.3882 -4.4901 0.000
C -1.4499 -4.9279 -0.8941 0.000
N -0.3499 0.4144 -0.9707 0.000
C -0.3331 5.3255 0.8346 0.000
C -0.5952 -4.0046 -0.2999 0.000
H -2.0901 0.3920 1.9225 0.000
H 2.8899 -2.5672 -2.5972 0.000
N 2.9967 -0.0516 4.3012 0.000
H -6.1580 -1.4939 -1.2085 0.000
C 5.4558 0.0749 -4.2177 0.000
C -0.7980 3.0266 -2.7218 0.000
H -2.4528 5.7311 0.5820 0.000
H -3.1314 3.3652 0.4030 0.000
N -0.2306 -3.0831 1.9785 -0.001
H 6.2454 -0.6566 -4.0506 0.000
C 5.9081 -2.1817 3.4857 0.000
C 6.6998 -1.9964 4.6151 0.000
C -1.8637 -4.7426 -2.2078 0.000
H 3.4258 -3.4360 -4.5973 0.000
C -0.1271 -2.8645 -0.9704 -0.002
H -2.0340 -1.1533 -0.1474 0.000
C -4.3069 1.3018 -0.2666 0.000
C 0.1600 2.8552 0.8407 0.000
H -3.3283 -0.8264 1.0379 0.000
C 0.5009 1.3302 4.5117 0.000
N 2.2803 -0.8995 2.2380 -0.001
P -1.5272 1.3869 -0.8007 0.001
H 0.1720 2.8159 1.9427 0.000
H 1.0010 -4.4683 1.0263 0.000
C -1.3117 2.3375 -5.0818 0.000
H -2.7442 1.9066 3.7679 0.000
H -0.3948 5.3866 1.9286 0.000
N -0.1534 0.1391 2.5658 -0.001
H -1.8046 -2.0774 2.9571 0.000
C 2.1006 -0.2091 3.2996 0.000
H 1.6194 -3.3927 2.9393 0.000
C -1.6449 -2.9733 2.3562 0.000
H 7.6560 -2.4973 4.6892 0.000
H -6.3783 0.9810 -0.6741 0.000
H -1.6801 4.9739 -0.8189 0.000
H -2.5317 -5.4559 -2.6762 0.000
H 0.2509 -4.2312 3.6956 0.000
H -1.7211 -3.4810 -3.9391 0.000
H -0.9980 2.5586 5.4391 0.000
C -3.0289 -0.7392 -0.0206 0.000
H 4.6793 0.1173 6.3246 0.000
H -0.2497 -1.8449 -2.8575 0.000
H -0.0145 3.0723 -1.9741 0.000
H -5.7007 -1.1108 0.4474 0.000
H -3.7556 -1.4684 -1.8953 0.000
C -5.4195 -0.9678 -0.6027 0.000
H -3.4509 1.9484 -5.1782 0.000
H 5.9182 1.0526 -4.3096 0.000
H -1.1567 3.2057 -5.7251 0.000
H -0.5523 -5.1346 1.5428 0.000
C -1.3735 0.6636 2.6844 0.000
C 3.8632 -2.4505 -4.4718 0.000
H -2.2612 -2.9226 1.4605 0.000
C -1.7140 4.9872 0.2745 0.000
S 3.1383 -0.5298 -0.9828 -0.001
H -1.7887 -5.7973 -0.3373 0.000
H 4.9540 -0.1426 -5.1536 0.000
H -0.0124 1.2930 -3.6725 0.000
N -2.9990 0.6671 -0.4167 0.000
C -0.7731 1.8719 4.6330 0.000
C -0.0688 -4.2581 1.0888 0.000
H 0.8352 4.2839 -0.6353 0.000
C -2.8046 1.6473 -3.1625 0.000
C -0.2621 2.3180 -3.9590 0.000
```

Summary:
**Charge**: +1
**Strongest force on any atom**: 0.0233 hartree/bohr
**Total energy**: -118789.3225 eV
**Orbital gap (alpha / beta)**: 6.94 / 6.94 eV
**HOMO level (alpha / beta)**: -0.3637 / -0.3637 Eh
**Relative energy (zero: lowest compared OMol25 entry of this formula, charge and spin)**: 35.1 kcal/mol
**Lowest unoccupied orbital energy (alpha / beta)**: -2.96 / -2.96 eV
**Spin multiplicity**: 2

---

Molecular formula: C39H60CaF6GeN5OP3SSb
Method: DFT, ωB97M-V/def2-TZVPD

The geometry in XYZ format:
```
118
Properties=species:S:1:pos:R:3:mulliken_charge:R:1
H 0.6234 5.9301 -2.1926 0.350
H -6.3613 2.6896 2.8614 0.256
C 1.3212 3.9971 -1.7093 -0.300
N 2.5653 1.8803 -1.5139 2.288
O -4.3376 -2.0645 3.1242 -0.750
C 1.1608 -1.8740 4.2312 0.705
C 2.6399 1.3286 -5.7292 -0.749
H 0.0738 -1.1886 -4.2901 0.273
H 3.6544 3.2128 0.6477 0.185
H 2.6203 -3.4353 -1.4441 0.057
Ge 0.5236 0.7774 -0.7678 0.270
H -5.4711 3.1424 4.4146 0.432
H 3.0512 1.3807 1.9702 -0.526
H -0.6030 -1.3548 5.4798 0.297
H -3.5983 3.2065 -0.6770 0.297
H -1.1713 -0.4950 -3.2061 -0.030
H 1.0678 -0.1675 -5.3870 0.375
C 1.4240 5.3901 -1.6576 -0.744
C 1.4381 0.9455 3.3194 0.805
H -4.6979 2.3690 -1.7849 0.437
H 1.4236 -4.7642 -1.1957 0.182
N -3.5884 -0.1105 1.8178 -0.392
F 0.1415 -6.0751 2.3644 -0.527
S -4.9593 -0.7726 2.4775 0.630
H 3.2969 -1.3699 3.7927 0.198
P -0.2280 -2.5019 -2.1154 1.018
H 2.4993 1.2739 -6.8465 0.308
C 3.4279 2.3381 -5.1537 -1.015
C 2.5760 1.6439 -2.9460 -0.192
H 0.8645 -1.5816 6.4108 0.337
C 1.0934 -3.5281 -2.9886 0.310
H -2.4231 -5.0330 -3.5804 0.362
H 1.0506 -2.8966 3.6939 0.323
H 1.3004 -4.6989 -4.9085 0.319
H 3.3003 1.9251 3.7240 0.596
N 0.3059 3.3642 -2.3787 0.442
C 0.3168 -1.9122 5.4991 -1.377
C 2.0062 -4.1612 -1.9599 -1.117
H 3.9077 -2.0518 0.4064 0.465
Sb -1.5183 -5.3703 1.8041 2.402
F -3.0952 -4.3190 1.2443 -0.674
C 4.1508 -1.0950 -0.0443 -0.876
C 2.3571 3.2250 -1.0529 1.236
H -6.0503 -0.0871 0.4776 0.335
H -5.3101 0.1802 -1.0924 0.245
H 6.9343 0.7201 -0.9473 0.365
F -1.8223 -4.2916 3.4311 -0.664
C -4.6258 2.8370 -0.8103 -1.392
Ca -2.3633 -2.1977 2.2508 2.185
C -5.8747 0.6539 -0.2830 -1.375
C -0.1480 -0.9335 -3.2316 -1.385
H -5.9677 2.3714 0.8664 0.094
C 3.4206 2.4206 -3.7603 -0.636
C -0.5958 3.5411 -3.2420 -0.475
C 2.3275 6.0051 -0.7591 -0.849
C 0.5650 -4.5545 -4.0604 -1.450
F -0.6453 -3.5494 1.4183 -0.035
H 1.6677 -2.7681 -3.4944 0.316
H 3.9878 3.0448 -5.7559 0.422
H 1.1636 -2.1542 0.9623 0.727
H -5.6849 1.3993 3.8745 0.277
C -5.1543 1.8871 0.3013 0.871
H 3.6166 5.7517 0.8687 0.462
H -6.8414 0.9895 -0.6805 0.439
C 3.1071 5.2207 0.0832 -0.782
H 3.9621 3.1939 -3.2579 0.346
F -1.4058 -5.9856 0.0740 -0.485
H 2.5444 -1.6136 1.6606 0.085
H 2.4419 7.0495 -0.6775 0.462
C 5.4662 -0.8483 -0.3890 -0.974
H 0.5748 -5.5654 -3.5788 0.361
C 1.0590 1.2718 4.7894 -1.897
H -1.2221 2.6845 -3.5475 0.163
H -4.0052 -2.6599 -1.9656 0.470
H 2.7693 -0.8920 5.3468 0.254
H 2.6464 -4.9059 -2.5377 0.468
H 3.4937 0.2180 3.2504 -0.049
H -3.0752 -1.1416 -2.2765 0.349
C 2.6691 -1.7152 4.6356 -1.351
C -1.9194 -3.0299 -2.8147 0.613
H -3.2385 -4.6079 -2.1542 0.485
H -5.2752 3.7319 -0.9134 0.276
H 5.1884 2.3854 -1.3299 0.397
C 5.8774 0.4327 -0.7524 -0.822
C 4.9335 1.3844 -1.0377 -0.459
C -3.8543 4.0911 2.4688 -1.323
H 0.0020 1.0114 5.0220 0.253
C 3.1515 -0.0753 -0.1413 0.644
H 0.7205 1.6691 2.8823 0.431
C -4.1111 2.6038 2.8673 0.296
C 1.5907 -1.2457 1.2992 -1.663
H -0.8933 4.4683 -3.7568 0.258
H 3.1668 -2.6345 5.0206 0.387
H -3.2767 4.6808 3.2438 0.351
H 1.7419 0.8656 5.5180 0.331
C -2.9818 -2.2042 -2.0194 -1.801
C -5.4920 2.4437 3.5349 -1.267
H -3.3154 4.2293 1.5034 0.317
P 0.5751 -0.6444 2.8349 -0.167
C 1.7610 0.5383 -4.9207 -0.899
C 3.5593 1.0892 -0.8221 -0.543
H -4.7501 4.6713 2.2774 0.367
H -1.9238 -2.7385 -3.8833 0.672
N 0.8508 0.0009 -2.6907 0.409
H -3.3172 2.3773 3.5750 0.387
H -0.3943 -4.3052 -4.4316 0.423
H -2.7277 -2.1560 -0.9371 0.232
P -3.6740 1.5332 1.3852 -0.275
F -2.6985 -6.7687 2.2923 -0.506
H -1.6041 -5.1243 -2.1368 0.257
C 1.7413 0.6580 -3.5250 1.042
H 6.1751 -1.6552 -0.3174 0.438
N 1.8589 -0.2532 0.2466 0.764
C 3.1335 3.8454 -0.0716 -0.637
H 1.0839 2.3411 4.9587 0.560
H -0.0178 -2.9884 5.6531 0.317
C -2.3176 -4.5193 -2.6701 -1.795
C 2.9162 1.1230 3.0461 -0.537
```

Summary:
**Charge**: +1
**Strongest force on any atom**: 0.1226 hartree/bohr
**Total energy**: -187408.7945 eV
**Orbital gap (alpha / beta)**: 2.19 / 2.20 eV
**HOMO level (alpha / beta)**: -0.3248 / -0.3248 Eh
**Lowest unoccupied orbital energy (alpha / beta)**: -6.64 / -6.64 eV